1:
16
Properties=species:S:1:pos:R:3 method="wB97M-V/def2-TZVPD" smiles=CSSC.O.O gap_ev=7.5 e_homo_ev=-8.2 total_charge=0
C -0.37178 0.72542 -2.19933
S -0.26099 -0.86610 -1.31105
S 1.23854 -0.43497 0.15155
C 2.82965 0.61539 0.40812
H 0.46693 1.26583 -2.66402
H -0.71481 1.34573 -1.37386
H -1.09789 0.67296 -2.92347
H 3.34381 0.65489 -0.60371
H 3.47317 -0.02367 1.19732
H 2.66026 1.68215 0.90176
O -1.80599 1.25454 1.65782
H -1.28891 0.40782 1.51899
H -2.74590 0.93134 1.72842
O -1.88303 -3.10746 0.99102
H -2.66348 -2.68230 1.24305
H -1.17958 -2.44156 1.27740

***

2:
16
Properties=species:S:1:pos:R:3 method="wB97M-V/def2-TZVPD" smiles=CSSC.O.O gap_ev=8.1 e_homo_ev=-7.6 total_charge=0
C 1.22425 -1.52562 -0.71868
S 1.74338 0.16148 -0.93636
S -0.04832 1.18141 -1.36407
C -1.39942 0.10831 -0.88425
H 0.57651 -1.87991 -1.52505
H 2.10661 -2.17918 -0.68531
H 0.68605 -1.68077 0.21864
H -2.27806 0.65215 -1.22339
H -1.35734 -0.86591 -1.34162
H -1.53371 -0.01833 0.18786
O -0.39771 0.96815 3.25033
H -0.08406 1.53852 3.95549
H -1.30711 0.69571 3.39903
O -2.06001 -1.45570 2.12349
H -1.44600 -2.14548 2.40256
H -2.43623 -1.77469 1.29435

***

3:
16
Properties=species:S:1:pos:R:3 method="wB97M-V/def2-TZVPD" gap_ev=4.0 e_homo_ev=-8.7 total_charge=0
C 0.03183 0.31866 -1.25738
C 1.32607 0.28870 -0.46357
S 1.56736 1.94984 0.14029
S -0.11165 -2.46009 -0.42148
H 0.00301 1.25206 -1.86841
H -0.84104 0.28950 -0.61726
H -0.04435 -0.50274 -1.98353
H 2.13931 -0.02518 -1.11272
H 1.27290 -0.40347 0.39010
H 0.20332 -2.96112 -1.60210
H -1.97610 2.51532 0.52916
H -0.59185 2.05621 0.88599
O -1.52101 1.92774 1.13666
H -0.91123 -1.75290 2.63598
H -0.23501 -1.39492 1.34651
O -0.31156 -1.09761 2.26177

***

4:
16
Properties=species:S:1:pos:R:3 method="wB97M-V/def2-TZVPD" smiles=CCSS.O.O gap_ev=8.6 e_homo_ev=-8.0 total_charge=0
C 1.51845 1.33874 -0.95516
C 0.08150 0.74138 -1.18266
S 0.29133 -0.91099 -1.84448
S -1.57666 -1.55579 -2.31859
H 1.54723 2.34382 -1.35901
H 2.25117 0.69845 -1.48062
H 1.83485 1.26405 0.08662
H -0.32563 1.26123 -2.05237
H -0.49965 0.86418 -0.24149
H -2.41676 -0.53938 -2.10166
O -2.26130 -0.77061 1.79934
H -2.11160 0.17940 1.89973
H -1.53074 -1.10493 1.27684
O 0.96869 -0.92765 2.70003
H 0.42494 -1.51130 3.24123
H 1.80419 -1.37060 2.53226

***

Which is most stable? The ranking, best first, is 2, 4, 1, 3.

***

1:
12
Properties=species:S:1:pos:R:3 method="wB97M-V/def2-TZVPD" smiles="CC(=O)[C@@]1(Br)CO1" gap_ev=10.5 e_homo_ev=-10.1 total_charge=0
C 0.71106 -1.58104 -0.61498
C 0.50863 -0.51995 0.42997
O 1.25650 -0.38860 1.38533
C -0.54171 0.45923 0.09065
Br -2.28228 -0.44475 -0.18502
C -0.52731 1.81110 0.52176
O -0.24914 1.43909 -0.77894
H 1.05509 -2.42836 -0.17260
H 1.39384 -1.25688 -1.28026
H -0.24179 -1.71244 -1.11930
H -1.42626 2.39662 0.53940
H 0.34339 2.22599 1.18399

***

2:
12
Properties=species:S:1:pos:R:3 method="wB97M-V/def2-TZVPD" smiles="CC(=O)[C@H]1O[C@@H]1Br" gap_ev=10.2 e_homo_ev=-10.0 total_charge=0
C 1.26354 0.03652 0.30325
C 0.01959 0.74414 -0.14714
O 0.00016 1.72807 -0.86169
C -1.15542 0.13626 0.45537
O -1.99995 0.96893 1.16494
C -2.62186 0.60498 0.01665
Br -4.27040 -0.38691 -0.09491
H 1.93224 -0.39346 -0.46139
H 1.11607 -0.69336 1.09311
H 1.83448 0.90170 0.65654
H -1.27067 -0.93605 0.80785
H -2.57494 1.29759 -0.84272

***

Which is most stable? The ranking, best first, is 1, 2.

***

1:
6
Properties=species:S:1:pos:R:3 method="wB97M-V/def2-TZVPD" smiles="O=S(=O)=C[S-]" gap_ev=7.0 e_homo_ev=-3.4 total_charge=-1
O -0.59441 0.99864 1.74235
S -0.81753 0.72796 0.33799
O -1.31785 -0.65822 0.18191
C 0.81229 0.00416 -0.46928
S 0.80792 -0.26470 -2.05354
H 1.10957 -0.80784 0.26056

***

2:
6
Properties=species:S:1:pos:R:3 method="wB97M-V/def2-TZVPD" gap_ev=7.1 e_homo_ev=-3.4 total_charge=-1
C -0.96641 -0.47389 0.06180
O -0.19146 -1.32136 0.36118
O 1.65027 0.65319 -0.43099
S -2.55468 -0.23688 -0.07052
S 0.24000 1.46356 0.05723
H 1.82228 -0.08461 0.02129

***

Which is most stable? The ranking, best first, is 2, 1.

***

1:
10
Properties=species:S:1:pos:R:3 method="wB97M-V/def2-TZVPD" gap_ev=8.6 e_homo_ev=-4.3 total_charge=-1
C -1.24080 1.01691 -0.31039
O -1.00806 0.89293 1.05317
H -0.62891 1.84294 -0.71454
H -1.17851 0.04900 -0.82404
H -2.28994 1.31399 -0.51308
O 1.44062 -0.69075 -0.98849
C 1.62040 -1.37938 0.02887
O 1.19151 -1.21499 1.19444
H 2.26401 -2.28234 -0.14187
H -0.17032 0.45167 1.21592

***

2:
10
Properties=species:S:1:pos:R:3 method="wB97M-V/def2-TZVPD" gap_ev=6.9 e_homo_ev=-2.8 total_charge=-1
C -0.55829 -0.52050 0.22508
C -1.67726 -0.27702 -0.75031
O -2.80087 0.09315 -0.46184
O 0.36799 -1.43442 -0.19546
H -1.02164 -0.73994 1.21360
H -1.40647 -0.47480 -1.81839
H 2.20258 0.23806 0.01904
H -0.01906 0.51029 0.33884
O 2.28855 1.28366 0.26520
H 2.62447 1.32151 1.16423

***

3:
10
Properties=species:S:1:pos:R:3 method="wB97M-V/def2-TZVPD" gap_ev=8.4 e_homo_ev=-4.2 total_charge=-1
C -1.01530 -0.71111 -1.24955
O -0.21842 -1.22551 -0.21431
H -1.63216 -1.50515 -1.67575
H -0.20032 -0.45196 -2.09901
H -1.53524 0.20814 -0.95977
O 0.61248 1.91983 0.61284
C 1.18676 1.09971 1.41100
O 1.78436 0.00095 1.23372
H 0.93179 1.24031 2.46678
H 0.08607 -0.57521 0.47405

***

4:
10
Properties=species:S:1:pos:R:3 method="wB97M-V/def2-TZVPD" gap_ev=8.3 e_homo_ev=-3.9 total_charge=-1
O -1.12910 -0.25690 -0.31037
C -0.13605 0.45861 -0.65539
O 0.37165 0.69449 -1.72713
C 0.42868 1.18518 0.54670
H 1.42211 0.73270 0.81298
H 0.59389 2.11431 0.12250
H -0.25902 0.94973 1.38049
H -0.62554 -1.50479 1.37505
H 0.68500 -1.85915 0.67791
O 0.31093 -1.72453 1.57290

***

Which is most stable? The ranking, best first, is 4, 1, 3, 2.

***

1:
20
Properties=species:S:1:pos:R:3 method="wB97M-V/def2-TZVPD" gap_ev="3.6 / 7.1" e_homo_ev="0.3 / -3.3" spin_multiplicity=2 total_charge=-1
N 0.88974 -1.56881 0.60979
C 0.86263 -1.10144 -0.79264
C -0.08900 1.00821 -1.93656
C 0.54067 0.37461 -0.85007
H 0.90003 -2.57975 0.60148
H 1.76062 -1.29677 1.04068
H 0.03793 -1.62805 -1.30327
H 1.79882 -1.37499 -1.28139
H -0.64981 1.91708 -1.72552
H 0.20518 0.82093 -2.96574
H 0.61003 0.86116 0.11457
H 2.82437 3.34701 -0.35659
H 2.23642 1.91638 -0.41159
O 2.53217 2.61968 0.19817
H -3.58336 0.54748 0.18294
H -3.50175 -0.60453 1.20137
O -3.85359 0.29284 1.07142
H -0.98718 -0.69795 2.78969
H -0.97999 -1.55993 1.53790
O -1.55395 -1.29316 2.27532

***

2:
20
Properties=species:S:1:pos:R:3 method="wB97M-V/def2-TZVPD" gap_ev="1.4 / 8.8" e_homo_ev="1.2 / -6.2" spin_multiplicity=2 total_charge=-1
C 0.96440 -2.50855 -2.41217
C 1.63616 -1.23035 -1.92046
C 2.41525 -1.33362 -0.82609
N 3.44189 -0.34585 -0.49340
H 0.90435 -3.23061 -1.54694
H 1.47639 -3.03893 -3.38588
H -0.06974 -2.24129 -2.60032
H 1.63293 -0.29043 -2.61283
H 2.49888 -2.30166 -0.42921
H 3.87017 -0.23387 0.45128
H 3.18569 0.72205 -0.81064
H -1.08015 2.59205 4.91289
H -0.89856 4.18913 5.43456
O -0.63928 3.25742 5.48829
H -3.54376 0.21294 -4.69052
H -3.72538 1.67506 -4.65162
O -4.23135 0.81854 -4.57042
H -2.26740 0.42681 4.79119
H -3.03294 1.53732 5.32838
O -2.53756 1.32386 4.54392

***

Which is most stable? The ranking, best first, is 1, 2.

***

1:
16
Properties=species:S:1:pos:R:3 method="wB97M-V/def2-TZVPD" smiles=CSS.O.O.O gap_ev=8.2 e_homo_ev=-7.9 total_charge=0
C -0.06969 1.89561 -3.33861
S -1.06003 0.76733 -2.21064
S -2.29312 -0.02099 -3.72437
H 0.70725 1.27374 -3.84348
H 0.22127 2.69176 -2.62219
H -0.77303 2.30820 -4.06375
H -1.72306 0.64599 -4.79371
O -0.09038 -0.01251 4.82023
H -0.37980 0.44040 4.00286
H 0.10541 0.82194 5.35863
O 1.06958 -1.26470 -0.11461
H 0.82783 -1.29003 0.86364
H 0.93152 -2.16661 -0.41819
O 1.08669 -2.09678 3.05326
H 0.96251 -1.28337 3.56103
H 0.47705 -2.70998 3.46990

***

2:
16
Properties=species:S:1:pos:R:3 method="wB97M-V/def2-TZVPD" gap_ev=4.6 e_homo_ev=-9.1 total_charge=0
C 0.70618 -1.13209 0.88939
S -1.00771 -1.33957 0.52681
S -1.59141 0.36725 -0.19277
H 1.29125 -0.94111 -0.04586
H 1.06597 -2.02082 1.40592
H 0.80937 -0.26284 1.54317
H 0.19544 -0.19053 -2.98045
H -2.83336 0.45109 1.81415
H -4.11902 1.10923 2.15656
O -3.34474 0.72596 2.58826
H 0.46015 1.39368 -0.32689
H 1.85636 0.87599 -0.69145
O 1.38151 1.63977 -0.24768
H -0.03621 0.48680 -3.20397
H 3.02863 -0.73850 -1.71328
O 2.13758 -0.42431 -1.52191

***

Which is most stable? The ranking, best first, is 1, 2.